Here is a structure of composition C48H55KN8O4S from the Open Molecules 2025 dataset. Energies are from the ωB97M-V functional and the def2-TZVPD basis.

Summary:
E: -97942.775 eV
HOMO energy: -0.0630 hartree
net charge: -2
ΔE to the lowest compared entry with this formula, charge and spin: 64.8 kcal per mole
HOMO-LUMO gap: 0.200 Eh
LUMO energy: 3.7 eV

Last column: Löwdin charge in e.
Atoms and positions in Å:
C1 3.774 -1.542 -4.206  -0.17
C2 0.061 2.038 -2.296  -0.69
H1 -1.484 -4.464 3.885  0.10
H2 -4.669 -1.000 3.489  0.09
O1 0.958 1.997 -1.504  -0.06
H3 -1.326 -0.260 4.707  0.10
N1 -2.772 -0.195 3.215  -0.16
H4 -1.810 5.209 1.843  0.07
C3 3.663 -0.190 -3.924  -0.14
H5 3.192 1.088 2.964  0.12
C4 2.617 -2.292 -4.373  -0.13
H6 0.194 -3.539 4.909  0.06
H7 -1.621 -4.264 -1.713  0.08
H8 -0.917 -1.145 3.213  0.07
N2 -0.028 0.117 -3.895  0.03
H9 0.182 3.455 0.333  0.08
H10 4.564 0.400 -3.796  0.10
H11 -3.332 -2.114 3.817  0.06
H12 -0.109 5.850 3.195  0.10
H13 -1.893 3.449 1.661  0.06
N3 1.798 2.112 1.420  0.02
N4 2.092 -0.300 0.225  0.06
H14 5.364 -1.241 -1.575  0.10
C5 2.400 2.947 3.597  -0.13
H15 1.904 -3.247 4.606  0.07
C6 1.146 -2.502 -0.115  -0.52
H16 -3.709 -0.805 4.971  0.09
H17 -6.371 1.281 -7.166  0.09
H18 1.500 5.470 0.008  0.09
C7 -2.547 -2.450 -0.978  -0.35
H19 3.408 1.657 5.956  0.06
C8 3.364 1.797 3.781  -0.37
C9 0.751 -3.371 2.796  -0.36
C10 2.235 -1.494 -0.336  -0.18
H20 -2.235 -1.402 -6.829  0.11
C11 -1.660 -3.207 -1.969  -0.05
H21 0.744 -5.532 3.033  0.07
H22 -1.444 -0.597 -1.025  0.02
C12 4.805 2.297 3.674  -0.06
C13 1.673 3.067 2.385  -0.17
S1 -1.386 3.204 -2.384  1.00
H23 -3.764 -4.534 2.972  0.09
H24 5.511 1.478 3.810  0.07
H25 -0.866 0.626 3.233  0.09
C14 -1.386 -0.248 3.620  -0.01
H26 2.811 3.806 5.509  0.10
C15 -5.461 0.698 -7.102  -0.12
H27 3.460 -2.879 -1.398  0.11
C16 -2.451 -0.947 -1.236  -0.06
K1 -0.039 0.761 0.263  0.80
C17 -3.226 -3.468 1.184  -0.07
C18 1.333 4.929 4.460  -0.12
C19 2.229 3.883 4.598  -0.07
H28 -5.903 -0.468 -8.847  0.08
C20 -3.141 -0.819 -6.921  -0.04
H29 1.323 -4.939 1.460  0.06
H30 2.388 1.474 -3.573  0.10
H31 -4.162 0.306 1.814  0.14
O2 -2.325 1.030 1.363  -0.09
C21 3.131 1.049 5.096  -0.07
H32 5.022 1.049 -0.588  0.11
H33 1.230 5.671 5.243  0.08
C22 0.444 5.568 0.247  -0.05
C23 1.333 -4.763 2.534  -0.06
C24 3.065 0.590 0.100  -0.20
N5 -2.580 1.604 -4.281  0.07
H34 0.480 -2.282 -4.400  0.09
C25 1.246 -0.330 -3.954  -0.30
H35 1.348 -2.656 2.221  0.13
C26 2.937 1.925 0.781  -0.53
H36 2.082 0.770 5.191  0.07
H37 4.946 2.724 2.683  0.06
C27 -3.086 0.397 2.065  -0.34
H38 -4.224 -3.544 0.763  0.10
H39 2.684 -3.355 -4.583  0.09
C28 -0.664 -3.340 2.257  -0.15
H40 0.748 -1.928 4.423  0.06
C29 4.434 -0.972 -1.087  -0.08
H41 4.745 -2.017 -4.265  0.08
C30 -3.669 -1.077 3.912  -0.05
C31 -0.924 -2.742 0.990  -0.19
N6 0.032 -2.000 0.383  0.07
C32 -1.580 1.927 -3.576  -0.61
H42 5.007 3.063 4.423  0.07
H43 -1.586 -0.043 -4.917  0.11
C33 0.743 4.123 2.262  -0.13
H44 -3.590 -2.748 -1.170  0.12
H45 -2.680 -0.739 -2.280  0.07
C34 0.590 5.028 3.297  -0.07
H46 0.307 6.452 0.870  0.07
C35 -5.204 -0.293 -8.041  -0.15
C36 2.431 0.418 -3.803  -0.04
C37 -2.974 -4.027 2.428  -0.15
H47 -2.046 4.491 0.243  0.05
H48 -0.116 5.695 -0.680  0.06
O3 1.356 -3.693 -0.410  -0.01
H49 -3.842 -1.829 -8.662  0.09
N7 -0.350 1.320 -3.355  -0.10
H50 -3.154 -0.400 -0.611  0.07
C38 -4.046 -1.052 -7.935  -0.12
C39 0.895 -2.997 4.274  -0.06
H51 -2.051 -3.099 -2.981  0.07
C40 1.383 -1.699 -4.272  -0.06
C41 -4.565 0.949 -6.089  -0.05
C42 -0.030 4.310 0.977  -0.38
C43 -2.229 -2.855 0.447  -0.13
C44 -1.684 -3.979 2.936  -0.08
C45 4.260 0.287 -0.548  0.00
C46 3.397 -1.881 -0.994  -0.01
O4 3.897 2.714 0.717  -0.02
H52 -4.743 1.718 -5.354  0.09
H53 2.362 -4.826 2.891  0.07
N8 -2.482 0.457 -5.011  0.00
C47 -1.541 4.370 1.202  -0.07
H54 3.732 0.140 5.117  0.07
H55 -0.647 -2.818 -1.941  0.06
C48 -3.383 0.202 -5.993  -0.26

Forces on the atoms, in the same order (eV/Å):
C 0.34 -0.07 -0.11
C 0.06 1.06 0.39
H 0.08 0.01 0.06
H -0.06 0.02 -0.03
O 0.61 0.27 -1.01
H 0.02 0.00 0.04
N 0.28 -0.16 0.31
H -0.05 0.10 0.06
C 0.16 -0.13 -0.28
H -0.01 0.09 0.20
C 0.04 -0.03 -0.17
H -0.06 -0.04 0.06
H 0.04 -0.10 -0.04
H 0.03 0.06 0.08
N -0.68 -1.36 -0.24
H 0.12 0.07 0.02
H -0.03 0.05 0.05
H -0.09 0.19 0.06
H -0.06 0.04 -0.07
H -0.11 -0.04 0.03
N -0.10 -0.51 -0.18
N 0.97 -0.39 -0.06
H -0.02 0.01 -0.04
C -0.05 -0.12 -0.26
H 0.02 0.06 0.06
C -0.65 -0.35 -0.03
H -0.03 0.02 -0.01
H -0.04 0.03 -0.02
H 0.15 0.08 -0.05
C 0.09 0.11 -0.16
H 0.00 0.07 0.13
C 0.13 -0.01 0.11
C 0.18 -0.15 0.06
C 0.61 -0.24 -0.12
H 0.07 -0.05 -0.05
C -0.12 -0.03 0.08
H -0.08 -0.09 0.12
H -0.19 -0.20 -0.23
C -0.09 -0.08 -0.14
C 0.09 0.53 0.52
S -0.04 0.27 0.18
H 0.01 0.03 0.02
H 0.11 -0.09 0.04
H 0.04 0.04 0.08
C 0.31 0.12 -0.13
H 0.04 -0.05 0.06
C 0.02 -0.13 -0.17
H -0.05 -0.03 -0.01
C -0.17 -0.06 0.01
K -1.63 -0.15 0.94
C -0.15 -0.10 0.22
C -0.02 0.18 0.10
C 0.02 0.03 0.11
H -0.03 -0.06 -0.04
C 0.05 0.05 0.15
H 0.02 -0.13 -0.03
H -0.06 0.01 0.05
H 0.12 -0.09 0.00
O 0.09 0.28 -0.11
C -0.02 0.06 -0.24
H 0.05 0.08 0.00
H -0.05 0.00 0.05
C 0.04 -0.30 -0.04
C 0.04 0.07 -0.13
C 0.70 -0.26 -0.24
N 0.10 0.55 0.35
H -0.07 -0.02 0.07
C 0.07 0.42 -0.07
H -0.12 -0.04 0.12
C -0.30 0.56 0.27
H -0.09 -0.05 0.07
H 0.11 0.06 -0.01
C -0.91 0.13 -0.06
H 0.03 0.01 -0.05
H -0.02 0.02 0.02
C 0.07 0.07 -0.29
H -0.03 0.03 0.10
C -0.07 -0.01 0.15
H 0.07 0.01 -0.01
C -0.14 -0.20 0.09
C -0.51 -0.59 0.37
N 0.38 0.89 -0.29
C -0.84 -0.18 -0.50
H 0.03 0.06 0.16
H -0.11 0.03 -0.03
C 0.14 -0.27 -0.14
H 0.15 0.03 0.11
H 0.02 0.08 -0.12
C 0.00 0.18 0.20
H -0.03 0.09 0.03
C -0.25 -0.05 -0.23
C -0.08 0.26 0.17
C -0.06 -0.24 0.01
H -0.13 0.01 -0.02
H -0.02 0.09 -0.11
O 0.28 -0.25 -0.04
H 0.01 -0.03 0.00
N 0.56 0.06 -0.22
H 0.00 0.11 0.02
C -0.06 -0.01 -0.06
C 0.00 0.02 -0.17
H 0.00 0.05 -0.11
C -0.03 -0.19 0.03
C 0.05 0.08 0.12
C -0.19 0.15 -0.03
C 0.01 -0.01 -0.13
C -0.19 -0.10 0.11
C 0.02 0.12 0.09
C -0.07 -0.06 0.08
O 0.37 0.09 -0.09
H -0.02 0.05 0.00
H 0.12 -0.01 0.04
N 0.63 -0.50 -0.03
C 0.17 -0.08 0.00
H 0.07 -0.10 0.05
H 0.11 -0.03 -0.06
C -0.26 0.24 0.00